Record 1
Here is a structure of composition C38H48ClN5OSTi at a distorted geometry from OMol25. Energies are from ωB97M-V/def2-TZVPD.

The charge is +2. As for the molar mass: 706.22 g mol⁻¹. The HOMO-LUMO gap is 6.8 eV. As for the relative energy (zero: lowest compared OMol25 entry of this formula, charge and spin): 41.5 kcal per mole. For the energy, the calculation gives -3533.22639 Eh.

XYZ file:
```
95
C38H48ClN5OSTi | OMol25 | ωB97M-V/def2-TZVPD
Ti 1.06153 0.52552 0.14115
C 3.97172 -1.84065 0.76266
C 4.24533 -0.33981 0.63935
N 3.11683 0.46667 1.18031
C 3.05446 0.30951 2.66884
C 1.63461 0.23750 3.19703
N 0.73652 -0.40421 2.21369
C 0.68416 -1.87122 2.41638
C 1.95354 -2.59454 1.97747
N 2.54339 -2.14333 0.70311
H 4.40922 -2.23409 1.68268
H 4.49169 -2.34810 -0.05104
H 4.38499 -0.05687 -0.39742
H 5.15780 -0.07527 1.18126
H 3.37074 1.42945 1.00092
H 3.59150 1.13110 3.14556
H 3.60287 -0.59606 2.91440
H 1.24570 1.22880 3.40627
H 1.62209 -0.32244 4.13594
H -0.20945 -0.05073 2.37366
H -0.20294 -2.24815 1.92245
H 0.53749 -2.06583 3.48289
H 1.72223 -3.66201 1.94248
H 2.70925 -2.48954 2.75645
H 2.36402 -2.82949 -0.01730
C -6.27832 -3.68219 1.11780
C -5.15669 -3.22781 0.17436
C -5.64700 -3.31023 -1.27802
C -3.96993 -4.17609 0.33800
C -4.77978 -1.77857 0.48322
C -5.78673 -0.78990 0.47560
C -5.52370 0.53419 0.73065
C -4.20147 0.90151 0.98716
S -3.55558 2.46317 1.34835
C -1.98782 1.75942 1.47721
N -1.91113 0.48024 1.27805
C -3.18237 -0.04626 0.99465
C -3.48147 -1.39535 0.75586
C -0.79581 2.56506 1.80884
C -0.97154 3.71059 2.58794
C 0.09448 4.52037 2.92450
C 1.35642 4.19416 2.44689
C 1.51726 3.06935 1.65541
C 0.46638 2.19426 1.32919
H -6.52006 -4.72853 0.92698
H -7.19229 -3.10647 0.97570
H -5.97975 -3.58768 2.16327
H -5.89679 -4.34168 -1.53021
H -4.87746 -2.96569 -1.97175
H -6.53949 -2.70438 -1.43827
H -4.29698 -5.19820 0.14741
H -3.55763 -4.14509 1.34945
H -3.16970 -3.95218 -0.37280
H -6.80815 -1.08001 0.27063
H -6.32199 1.26300 0.73844
H -2.70483 -2.13991 0.81503
H -1.96216 3.95717 2.95115
H -0.05743 5.39861 3.53602
H 2.20649 4.82948 2.65925
H 2.50545 2.94629 1.24137
O 2.37378 0.08421 -1.57093
C 2.70182 0.73861 -2.84852
C 3.97860 1.53340 -2.73739
C 4.02336 2.50819 -1.55741
C 2.81904 3.39833 -1.46115
C 2.94807 4.75428 -1.73880
C 1.83270 5.56883 -1.74137
C 0.59959 4.99633 -1.48092
C 0.55325 3.64901 -1.19788
N 1.62680 2.84402 -1.16647
H 2.32875 -0.87299 -1.71568
H 1.84957 1.36037 -3.10974
H 2.78387 -0.05592 -3.58965
H 4.08108 2.08781 -3.67454
H 4.84212 0.86662 -2.67820
H 4.91795 3.12421 -1.64268
H 4.15223 1.94699 -0.63748
H 3.92611 5.15408 -1.96924
H 1.92287 6.62508 -1.95620
H -0.31195 5.57595 -1.49023
H -0.40003 3.19900 -0.95025
Cl -0.58049 0.94849 -2.13960
C -0.27083 -0.64254 -2.81889
C -0.34542 -0.85998 -4.17499
C -0.01448 -2.13215 -4.63583
C 0.37706 -3.11762 -3.73959
C 0.42547 -2.85097 -2.37242
C 0.08988 -1.59215 -1.88390
C 0.01334 -1.22987 -0.43873
H -0.64757 -0.07261 -4.85114
H -0.06335 -2.34521 -5.69423
H 0.62772 -4.10512 -4.10107
H 0.68230 -3.64408 -1.67847
H 0.32438 -2.06514 0.15510
H -0.99938 -0.96429 -0.18802
```


Record 2
Here is a cluster of 7 separate species, C32H34F18INO14 in total at a distorted geometry from OMol25. Energies are from ωB97M-V/def2-TZVPD.

The structure (SMILES) is O=C1NC(=O)c2cc(I)ccc21.CCOC(=O)C(F)(F)F.CCOC(=O)C(F)(F)F.CCOC(=O)C(F)(F)F.CCOC(=O)C(F)(F)F.CCOC(=O)C(F)(F)F.CCOC(=O)C(F)(F)F. The charge is 0. As for the molar mass: 1125.49 g mol⁻¹. The HOMO-LUMO gap is 8.7 eV. As for the relative energy (zero: lowest compared OMol25 entry of this formula, charge and spin): 0.0 kcal per mole. For the energy, the calculation gives -4443.32001 Eh.

XYZ file:
```
100
C32H34F18INO14 | OMol25 | ωB97M-V/def2-TZVPD
O 6.39778 -0.57492 2.78090
C 6.14651 0.57283 3.03115
N 7.12729 1.61232 3.01098
C 6.48538 2.82832 3.40060
O 7.03053 3.88672 3.53170
C 5.04237 2.52433 3.61877
C 4.00069 3.35737 3.98067
C 2.74491 2.77631 4.07298
I 1.09093 3.95365 4.60209
C 2.52751 1.42384 3.82671
C 3.58922 0.59078 3.49573
C 4.83569 1.17440 3.38973
H 7.55947 1.72381 2.09941
H 4.17357 4.40582 4.18045
H 1.53802 0.99432 3.89572
H 3.45932 -0.46815 3.31773
C -3.57114 4.91855 -0.79228
C -2.52402 6.00754 -0.75226
O -2.43305 6.59105 0.56680
C -1.72702 5.91609 1.45799
O -1.15208 4.88090 1.29703
C -1.71661 6.69464 2.78638
F -2.94132 7.13675 3.09142
F -0.90563 7.75786 2.70331
F -1.28767 5.92951 3.78898
H -4.53189 5.30328 -0.45143
H -3.68424 4.54154 -1.80871
H -3.29333 4.09053 -0.14663
H -2.79479 6.82857 -1.41273
H -1.54568 5.64168 -1.06250
C 5.08594 -3.73553 0.66972
C 4.41479 -3.09258 1.86275
O 3.04579 -3.54811 1.99276
C 2.87011 -4.72411 2.57119
O 3.71297 -5.45300 3.00161
C 1.36228 -5.03148 2.65842
F 0.73937 -4.76554 1.50175
F 0.79320 -4.28161 3.61348
F 1.15465 -6.31000 2.95401
H 4.50071 -3.55241 -0.22337
H 6.08462 -3.32205 0.53780
H 5.16892 -4.81330 0.80387
H 4.35320 -2.01607 1.72780
H 4.95982 -3.27588 2.78721
C 3.58134 -5.99576 -6.36096
C 4.75350 -5.04082 -6.40346
O 4.85066 -4.30625 -5.16375
C 5.43058 -4.94120 -4.15808
O 5.89125 -6.04343 -4.16948
C 5.45775 -4.02711 -2.91892
F 4.27381 -3.42607 -2.73603
F 6.38356 -3.06955 -3.05626
F 5.74280 -4.72933 -1.82537
H 2.66637 -5.45581 -6.12471
H 3.45787 -6.49238 -7.32190
H 3.72773 -6.75619 -5.59549
H 4.61275 -4.28795 -7.17577
H 5.69212 -5.55497 -6.60626
C -1.04654 -8.14262 -1.58751
C 0.17671 -7.49395 -2.19582
O 0.40377 -7.95960 -3.54367
C -0.32535 -7.38739 -4.48913
O -1.14763 -6.53220 -4.34676
C 0.07631 -7.95657 -5.86329
F 0.17869 -9.28874 -5.83559
F 1.26934 -7.45595 -6.22501
F -0.81227 -7.63026 -6.79481
H -0.96088 -9.22879 -1.62852
H -1.15241 -7.83820 -0.54681
H -1.95061 -7.85878 -2.12506
H 1.07181 -7.77035 -1.64307
H 0.10288 -6.40708 -2.18934
C -4.05368 -2.08406 1.26124
C -3.39222 -0.83079 1.79029
O -3.95547 0.35395 1.18999
C -5.09776 0.78161 1.70663
O -5.70698 0.29248 2.61035
C -5.53472 2.07187 0.98829
F -5.41584 1.95844 -0.33997
F -4.76600 3.09743 1.38472
F -6.79942 2.36767 1.26418
H -3.99183 -2.11614 0.17310
H -3.56095 -2.96715 1.66667
H -5.10710 -2.11857 1.53662
H -2.33764 -0.81284 1.52417
H -3.46395 -0.76366 2.87517
C -4.90484 9.39117 2.03602
C -6.38178 9.09823 1.90390
O -6.83420 9.30959 0.54885
C -6.58506 8.32955 -0.30353
O -6.02772 7.29708 -0.07056
C -7.16192 8.68520 -1.68719
F -6.86571 9.94288 -2.03007
F -8.49504 8.55979 -1.67332
F -6.67489 7.87283 -2.62062
H -4.68242 10.40111 1.68920
H -4.59165 9.30058 3.07500
H -4.31578 8.69727 1.43779
H -6.96852 9.78025 2.51516
H -6.61982 8.08293 2.21902
```


Record 3
Here is a cluster of 3 separate species, CH3O4Si in total at a distorted geometry from OMol25. Energies are from ωB97M-V/def2-TZVPD.

The charge is -1. As for the molar mass: 107.12 g mol⁻¹. The HOMO-LUMO gap is 9.4 eV. As for the relative energy (zero: lowest compared OMol25 entry of this formula, charge and spin): 48.4 kcal per mole. For the energy, the calculation gives -630.45502 Eh.

XYZ file:
```
9
CH3O4Si | OMol25 | ωB97M-V/def2-TZVPD
C 1.34314 1.02389 1.19983
O -1.46968 -0.78819 1.85036
O 2.46787 1.13413 0.84400
O 0.40381 -0.09217 -0.19294
O -0.03864 -1.45802 -2.63121
Si 0.01168 -0.20858 -1.74306
H -0.74035 -0.68284 1.17174
H -1.55367 0.20165 2.02976
H -0.42417 0.87012 -2.52849
```


Record 4
Here is the molecule C5H13NO at a distorted geometry from OMol25. Energies are from ωB97M-V/def2-TZVPD.

The structure (SMILES) is NCCCCCO. The charge is 0. As for the molar mass: 103.16 g mol⁻¹. The HOMO-LUMO gap is 10.1 eV. As for the relative energy (zero: lowest compared OMol25 entry of this formula, charge and spin): 23.5 kcal per mole. For the energy, the calculation gives -328.28136 Eh.

XYZ file:
```
20
C5H13NO | OMol25 | ωB97M-V/def2-TZVPD
N -1.90993 2.01390 0.82353
C -0.51172 1.80725 1.18055
C 0.39955 1.25986 0.06352
C -0.19967 0.17398 -0.82173
C -0.37996 -1.17272 -0.10139
C 0.92571 -1.95400 0.05342
O 1.59597 -2.04355 -1.20757
H -2.43723 1.18213 1.04251
H -2.04357 2.16001 -0.17807
H -0.06521 2.75676 1.48908
H -0.46427 1.18622 2.07479
H 0.78555 2.06994 -0.55948
H 1.29370 0.82944 0.53076
H -1.16576 0.46104 -1.24663
H 0.44307 0.06462 -1.69748
H -0.76851 -1.01020 0.90352
H -1.03213 -1.77998 -0.72996
H 1.61104 -1.49859 0.77096
H 0.62532 -2.95729 0.37548
H 2.49621 -2.30453 -1.01930
```